1.
The following is a DFT calculation (wB97M-V/def2-TZVPD) of C30H49N3O3P2V as an isolated structure.

Each line ends with the Mulliken spin population.
Cartesian coordinates (Å):
V -1.256 0.662 0.778  2.65
C 0.412 0.147 3.040  0.08
N -0.989 0.601 2.972  -0.02
C -1.142 1.909 3.658  0.04
C -1.087 3.156 2.772  0.05
C 0.076 3.292 1.781  0.01
N -0.179 2.501 0.585  -0.03
C -0.206 3.101 -0.544  0.02
C -0.455 2.538 -1.851  0.09
C -0.291 3.425 -2.933  0.00
C -0.380 3.026 -4.242  0.00
C -0.643 1.673 -4.505  0.01
C -0.822 0.780 -3.480  0.00
C -0.760 1.165 -2.112  -0.01
O -0.967 0.271 -1.203  0.01
C -1.904 -0.389 3.586  0.03
C -1.778 -1.823 3.069  0.04
C -2.360 -2.132 1.670  0.03
N -2.663 -0.934 0.903  -0.03
C -3.698 -0.932 0.149  0.09
C -4.221 0.181 -0.598  0.01
C -5.253 -0.086 -1.515  0.00
C -5.890 0.913 -2.208  0.00
C -5.517 2.242 -1.952  0.01
C -4.534 2.539 -1.043  0.00
C -3.825 1.527 -0.343  0.02
O -2.898 1.856 0.497  0.01
H 0.667 -0.230 4.040  0.00
H 1.073 0.973 2.794  -0.02
H 0.604 -0.655 2.321  -0.04
H -0.394 1.973 4.458  -0.01
H -2.117 1.917 4.145  -0.01
H -1.061 4.012 3.453  0.00
H -2.013 3.228 2.199  0.00
H 1.021 2.974 2.230  -0.01
H 0.189 4.350 1.521  0.00
H 0.016 4.175 -0.563  0.00
H -0.070 4.464 -2.708  0.00
H -0.248 3.735 -5.049  0.00
H -0.714 1.327 -5.530  0.00
H -1.044 -0.261 -3.679  0.00
H -2.920 -0.020 3.443  -0.02
H -1.709 -0.420 4.668  0.00
H -2.295 -2.447 3.801  0.00
H -0.733 -2.134 3.096  0.00
H -3.251 -2.761 1.769  0.00
H -1.610 -2.700 1.119  -0.03
H -4.288 -1.853 0.066  0.00
H -5.544 -1.120 -1.673  0.00
H -6.670 0.684 -2.921  0.00
H -6.014 3.048 -2.479  0.00
H -4.244 3.564 -0.846  0.00
C 4.198 -0.844 1.555  0.00
C 4.293 0.324 0.573  0.00
P 2.666 0.615 -0.250  0.02
C 2.538 -0.839 -1.393  -0.01
C 3.787 -1.436 -2.034  0.00
C 3.050 2.030 -1.380  0.00
C 4.399 2.106 -2.093  0.00
H 5.142 -1.001 2.082  0.00
H 3.941 -1.773 1.040  0.00
H 3.415 -0.670 2.295  0.00
H 5.097 0.155 -0.149  0.00
H 4.540 1.246 1.108  0.00
H 1.816 -0.529 -2.155  0.00
H 2.020 -1.593 -0.793  0.00
H 4.286 -0.733 -2.701  0.00
H 3.531 -2.318 -2.628  0.00
H 4.517 -1.747 -1.283  0.00
H 2.906 2.928 -0.770  0.00
H 2.233 2.046 -2.106  0.00
H 5.231 2.089 -1.387  0.00
H 4.472 3.032 -2.666  0.00
H 4.536 1.280 -2.791  0.00
C 2.657 -4.459 0.064  0.00
P 0.983 -3.879 0.391  0.00
C 0.180 -3.781 -1.217  0.00
C 0.171 -5.240 1.253  0.00
O 0.944 -2.594 1.141  0.02
H 2.654 -5.427 -0.441  0.00
H 3.190 -4.544 1.011  0.00
H 3.168 -3.726 -0.563  0.00
H 0.232 -4.728 -1.756  0.00
H 0.665 -2.997 -1.801  0.00
H -0.863 -3.496 -1.076  0.00
H 0.252 -6.172 0.690  0.00
H -0.883 -4.997 1.393  0.00
H 0.635 -5.367 2.231  0.00

Results
expectation value of S²	3.76
calculated total energy	-3189.36091	hartree
multiplicity	4
energy above the lowest of the compared OMol25 structures with the same formula, charge and spin	2.5	kcal per mole

---

2.
The following is a DFT calculation (wB97M-V/def2-TZVPD) of C10H14BClN6Ru as an isolated structure at a distorted geometry.

Each line ends with the Mulliken spin population.
Cartesian coordinates (Å):
H 0.892 3.100 1.942  0.00
N 0.461 1.672 0.470  0.14
B 0.124 0.343 -1.656  -0.04
N 0.486 1.653 -0.909  0.14
C 0.866 2.869 -1.358  0.19
Ru -0.049 -0.050 1.627  2.54
H 0.934 3.040 -2.419  0.00
C 1.075 3.685 -0.252  0.29
H 1.373 4.716 -0.255  -0.01
C 0.817 2.895 0.881  0.15
H 0.188 0.473 -2.840  0.00
C -0.632 -1.658 2.649  -0.06
H -0.592 -1.359 3.708  0.03
H 0.104 -2.458 2.475  0.03
H -1.639 -2.015 2.390  0.01
N -1.294 -0.046 -1.183  0.02
N 1.090 -0.759 -1.153  0.02
N -1.534 -0.212 0.171  0.04
N 1.168 -1.024 0.201  0.08
C -2.439 -0.251 -1.860  0.03
C 1.976 -1.542 -1.802  0.04
H -2.433 -0.155 -2.934  0.00
H 2.068 -1.478 -2.875  0.00
C -3.433 -0.559 -0.945  0.04
C 2.617 -2.340 -0.864  0.06
C -2.834 -0.527 0.321  0.01
C 2.087 -1.985 0.391  -0.01
H -4.462 -0.782 -1.156  0.00
H 3.365 -3.084 -1.040  0.00
H -3.236 -0.716 1.307  0.00
H 2.313 -2.327 1.388  0.00
H -1.196 0.570 2.612  -0.05
Cl 1.771 0.312 2.964  0.30

Results
net charge	+2
expectation value of S²	6.03
calculated total energy	-1297.23073	hartree
multiplicity	5
energy above the lowest of the compared OMol25 structures with the same formula, charge and spin	0.0	kcal per mole

---

3.
The following is a DFT calculation (wB97M-V/def2-TZVPD) of a 3-piece molecular cluster, C4H12O3 overall.

Each line ends with the natural charge from an NBO analysis.
Cartesian coordinates (Å):
C 0.692 0.655 0.731  -0.62
C 0.106 -0.730 0.475  -0.35
C 0.943 -1.857 1.065  -0.60
C -1.328 -0.853 0.933  0.47
O -2.066 0.074 1.167  -0.56
H -0.076 1.318 1.126  0.23
H 1.507 0.619 1.451  0.22
H 1.098 1.140 -0.146  0.22
H 0.001 -0.903 -0.604  0.24
H 1.829 -2.074 0.467  0.22
H 1.339 -1.609 2.049  0.21
H 0.422 -2.812 1.118  0.21
H -1.753 -1.875 0.900  0.11
O 1.561 1.014 -2.721  -0.94
H 1.118 0.767 -3.544  0.47
H 0.833 1.239 -2.128  0.47
O -1.875 1.888 -1.104  -0.97
H -2.531 2.579 -0.981  0.47
H -1.821 1.420 -0.254  0.49

Results
structure (SMILES)	CC(C)C=O.O.O
calculated total energy	-385.31005	hartree
energy above the lowest of the compared OMol25 structures with the same formula, charge and spin	7.3	kcal per mole

---

4.
The following is a DFT calculation (wB97M-V/def2-TZVPD) of C10H19NSiV as an isolated structure at a distorted geometry.

Each line ends with the Mulliken spin population.
Cartesian coordinates (Å):
C -1.154 0.862 -2.611  -0.03
C 0.239 0.678 -2.918  0.02
C 0.982 1.514 -2.002  -0.01
C 0.038 2.204 -1.160  0.02
C -1.279 1.789 -1.542  -0.02
V -0.128 0.044 -0.889  1.59
N -1.357 -1.299 -0.498  -0.20
C -0.607 -2.595 -0.712  0.03
C 0.685 -2.102 -1.387  -0.27
H 2.092 1.541 -1.903  0.01
H 0.657 0.023 -3.672  0.00
H 0.278 2.964 -0.424  0.00
H -2.193 2.184 -1.148  0.00
H -1.978 0.455 -3.193  0.00
H 0.722 -2.097 -2.490  0.02
H -1.269 -3.148 -1.371  -0.01
H -2.199 -1.493 -0.028  0.00
H 1.570 -1.896 -0.807  0.02
H -0.367 -3.165 0.238  -0.01
C 0.170 -1.494 2.538  0.00
Si 0.264 0.177 1.662  -0.16
C -0.984 1.425 2.330  0.00
C 2.014 0.876 1.621  -0.01
H -0.847 -1.923 2.463  0.00
H 0.423 -1.446 3.620  0.00
H 0.860 -2.216 2.068  0.00
H -0.813 1.693 3.397  0.00
H -0.958 2.366 1.750  0.00
H -2.016 1.028 2.255  0.00
H 2.395 1.121 2.637  0.00
H 2.699 0.140 1.168  0.00
H 2.061 1.790 1.011  0.00

Results
expectation value of S²	0.98
calculated total energy	-1680.57235	hartree
multiplicity	2
energy above the lowest of the compared OMol25 structures with the same formula, charge and spin	0.0	kcal per mole

---

5.
The following is a DFT calculation (wB97M-V/def2-TZVPD) of C6H12 as an isolated structure at a distorted geometry.

Each line ends with the natural charge from an NBO analysis.
Cartesian coordinates (Å):
C -1.293 0.038 1.988  -0.60
C -1.404 -0.453 0.543  -0.44
C -0.062 -0.265 -0.272  0.01
C 0.211 1.020 -0.652  -0.20
C 1.517 1.405 -1.428  -0.63
C 0.686 -1.516 -0.640  -0.56
H -2.277 -0.360 2.527  0.20
H -0.548 -0.272 2.680  0.21
H -1.152 1.134 1.978  0.21
H -2.048 0.116 -0.055  0.22
H -1.376 -1.446 0.598  0.20
H -0.588 1.850 -0.451  0.20
H 2.150 2.159 -1.074  0.21
H 1.266 1.658 -2.336  0.20
H 2.041 0.503 -1.649  0.20
H 1.649 -1.231 -1.156  0.22
H 1.122 -2.237 0.507  0.16
H 0.105 -2.105 -1.107  0.19

Results
calculated total energy	-235.67156	hartree
energy above the lowest of the compared OMol25 structures with the same formula, charge and spin	92.0	kcal per mole

---

6.
The following is a DFT calculation (wB97M-V/def2-TZVPD) of C8H10CoO5 as an isolated structure at a distorted geometry.

Each line ends with the Mulliken spin population.
Cartesian coordinates (Å):
O 0.012 -2.995 0.046  0.02
C 0.101 -1.843 -0.139  0.10
Co 0.043 0.001 -0.397  2.64
O -2.591 -0.031 -1.476  0.08
C -1.556 -0.006 -0.962  -0.09
C 1.594 0.043 -0.966  -0.07
O 2.618 0.029 -1.503  0.10
C 0.019 1.799 -0.025  0.13
O -0.034 2.961 0.003  0.06
C 1.569 0.377 2.555  0.17
C 0.459 -0.686 2.744  0.01
O -0.673 -0.470 1.953  0.55
C -1.638 0.521 2.273  0.07
C -2.687 -0.230 3.094  0.17
H 2.053 0.350 1.550  0.01
H 2.346 0.200 3.305  0.00
H 1.161 1.384 2.701  0.00
H 0.863 -1.670 2.466  0.00
H 0.055 -0.669 3.772  0.03
H -1.114 1.312 2.828  0.01
H -2.105 0.947 1.368  0.00
H -2.206 -0.711 3.960  0.00
H -3.438 0.502 3.412  0.01
H -3.173 -1.001 2.466  0.00

Results
net charge	+3
expectation value of S²	6.03
calculated total energy	-2068.26403	hartree
multiplicity	5
energy above the lowest of the compared OMol25 structures with the same formula, charge and spin	40.3	kcal per mole

---

Repeat the second record exactly.
The following is a DFT calculation (wB97M-V/def2-TZVPD) of C10H14BClN6Ru as an isolated structure at a distorted geometry.

Each line ends with the Mulliken spin population.
Cartesian coordinates (Å):
H 0.892 3.100 1.942  0.00
N 0.461 1.672 0.470  0.14
B 0.124 0.343 -1.656  -0.04
N 0.486 1.653 -0.909  0.14
C 0.866 2.869 -1.358  0.19
Ru -0.049 -0.050 1.627  2.54
H 0.934 3.040 -2.419  0.00
C 1.075 3.685 -0.252  0.29
H 1.373 4.716 -0.255  -0.01
C 0.817 2.895 0.881  0.15
H 0.188 0.473 -2.840  0.00
C -0.632 -1.658 2.649  -0.06
H -0.592 -1.359 3.708  0.03
H 0.104 -2.458 2.475  0.03
H -1.639 -2.015 2.390  0.01
N -1.294 -0.046 -1.183  0.02
N 1.090 -0.759 -1.153  0.02
N -1.534 -0.212 0.171  0.04
N 1.168 -1.024 0.201  0.08
C -2.439 -0.251 -1.860  0.03
C 1.976 -1.542 -1.802  0.04
H -2.433 -0.155 -2.934  0.00
H 2.068 -1.478 -2.875  0.00
C -3.433 -0.559 -0.945  0.04
C 2.617 -2.340 -0.864  0.06
C -2.834 -0.527 0.321  0.01
C 2.087 -1.985 0.391  -0.01
H -4.462 -0.782 -1.156  0.00
H 3.365 -3.084 -1.040  0.00
H -3.236 -0.716 1.307  0.00
H 2.313 -2.327 1.388  0.00
H -1.196 0.570 2.612  -0.05
Cl 1.771 0.312 2.964  0.30

Results
net charge	+2
expectation value of S²	6.03
calculated total energy	-1297.23073	hartree
multiplicity	5
energy above the lowest of the compared OMol25 structures with the same formula, charge and spin	0.0	kcal per mole